A 8-piece molecular cluster, C43H97F24N3OP6 overall at a distorted geometry, computed with ωB97M-V/def2-TZVPD.

Geometry (Å):
C  3.444  -4.133  -0.136
C  3.220  -3.297  1.107
N  2.431  -2.209  0.817
C  1.086  -2.147  0.834
C  0.660  -0.852  0.625
N  1.800  -0.084  0.537
C  2.874  -0.929  0.516
C  1.870  1.408  0.493
H  3.958  -5.022  0.230
H  4.141  -3.608  -0.789
H  2.496  -4.240  -0.664
H  4.142  -2.925  1.553
H  2.740  -3.899  1.879
H  0.562  -3.065  1.054
H  -0.307  -0.392  0.486
H  3.893  -0.600  0.371
H  1.508  1.726  -0.485
H  2.878  1.779  0.678
H  1.131  1.789  1.198
C  -11.962  -8.348  -3.210
C  -11.155  -8.148  -1.889
C  -10.907  -6.607  -1.619
C  -10.346  -6.405  -0.234
P  -10.295  -4.648  0.359
C  -9.259  -3.651  -0.787
C  -7.823  -4.069  -1.073
C  -7.157  -3.091  -2.136
C  -7.759  -3.220  -3.565
C  -11.960  -3.802  0.480
C  -12.660  -3.037  -0.749
C  -14.187  -3.022  -0.517
C  -14.916  -4.336  -0.850
C  -9.590  -4.644  2.143
C  -10.484  -5.443  3.059
C  -9.940  -5.205  4.461
C  -10.443  -6.144  5.562
H  -12.167  -7.432  -3.765
H  -12.995  -8.627  -3.005
H  -11.607  -9.093  -3.923
H  -10.142  -8.534  -2.001
H  -11.693  -8.640  -1.079
H  -11.775  -5.995  -1.863
H  -10.156  -6.271  -2.334
H  -9.324  -6.781  -0.191
H  -10.849  -7.018  0.513
H  -9.326  -2.604  -0.491
H  -9.830  -3.639  -1.716
H  -7.805  -5.076  -1.491
H  -7.131  -4.056  -0.231
H  -6.098  -3.344  -2.185
H  -7.346  -2.062  -1.831
H  -7.704  -2.245  -4.049
H  -8.737  -3.649  -3.782
H  -7.088  -3.889  -4.103
H  -11.728  -3.103  1.283
H  -12.666  -4.573  0.787
H  -12.626  -3.497  -1.737
H  -12.263  -2.036  -0.913
H  -14.583  -2.176  -1.079
H  -14.393  -2.775  0.525
H  -14.633  -4.822  -1.783
H  -15.976  -4.137  -1.006
H  -14.745  -5.078  -0.069
H  -9.611  -3.606  2.475
H  -8.615  -5.124  2.051
H  -10.384  -6.513  2.877
H  -11.501  -5.053  3.084
H  -10.079  -4.178  4.800
H  -8.861  -5.336  4.378
H  -10.325  -7.173  5.221
H  -11.435  -5.904  5.944
H  -9.790  -5.988  6.420
C  10.020  1.091  -4.349
C  10.576  1.915  -5.502
C  10.705  3.441  -5.179
C  9.346  4.190  -4.977
P  9.324  5.993  -4.741
C  10.958  6.737  -4.253
C  11.417  6.280  -2.749
C  12.812  6.788  -2.385
C  13.385  6.597  -0.970
C  8.802  6.845  -6.310
C  9.102  8.355  -6.510
C  8.130  9.136  -7.387
C  8.554  10.600  -7.494
C  8.155  6.411  -3.368
C  7.950  7.893  -3.064
C  7.620  8.012  -1.501
C  7.010  9.294  -1.018
H  9.064  1.380  -3.913
H  10.722  1.014  -3.518
H  9.947  0.041  -4.632
H  9.921  1.762  -6.359
H  11.499  1.434  -5.824
H  11.223  3.790  -6.072
H  11.435  3.522  -4.374
H  8.827  3.747  -4.127
H  8.702  3.957  -5.826
H  10.889  7.814  -4.101
H  11.525  6.588  -5.172
H  11.400  5.196  -2.638
H  10.729  6.637  -1.982
H  12.927  7.790  -2.797
H  13.514  6.200  -2.975
H  14.449  6.658  -0.738
H  13.142  5.597  -0.611
H  12.892  7.239  -0.240
H  7.766  6.523  -6.417
H  9.383  6.273  -7.033
H  10.066  8.380  -7.017
H  9.222  8.881  -5.563
H  7.106  8.998  -7.039
H  8.098  8.600  -8.335
H  9.251  11.033  -6.775
H  7.680  11.251  -7.500
H  8.936  10.908  -8.467
H  8.587  5.877  -2.521
H  7.197  6.021  -3.712
H  7.269  8.381  -3.761
H  8.808  8.546  -3.222
H  8.541  7.773  -0.970
H  6.988  7.170  -1.217
H  5.976  9.295  -1.362
H  7.681  10.097  -1.323
H  6.977  9.397  0.067
C  0.311  -1.456  10.335
N  -0.426  -1.263  8.972
C  -0.369  -2.686  8.325
C  -1.889  -0.954  9.225
C  0.140  -0.175  7.985
C  1.691  0.005  7.976
O  2.312  -1.213  7.658
H  -0.319  -2.093  10.956
H  0.509  -0.512  10.841
H  1.302  -1.904  10.260
H  -0.863  -3.439  8.939
H  0.683  -2.896  8.128
H  -1.012  -2.619  7.448
H  -2.364  -1.868  9.581
H  -2.372  -0.664  8.292
H  -1.904  -0.194  10.006
H  -0.161  0.802  8.364
H  -0.205  -0.403  6.976
H  1.999  0.412  8.939
H  2.029  0.646  7.162
H  3.241  -1.210  7.415
P  -6.428  2.497  3.441
F  -7.121  3.968  3.681
F  -6.079  2.875  1.932
F  -5.011  3.114  3.872
F  -5.850  0.957  3.269
F  -6.788  2.279  4.988
F  -7.961  1.829  3.086
P  -3.035  -9.428  4.060
F  -4.517  -9.984  3.546
F  -2.978  -10.304  5.451
F  -2.264  -10.647  3.214
F  -1.560  -8.746  4.456
F  -2.922  -8.480  2.700
F  -3.800  -8.236  4.897
P  1.815  1.195  -7.166
F  2.113  2.712  -7.365
F  0.783  1.178  -8.471
F  3.104  0.853  -8.085
F  1.458  -0.425  -6.885
F  2.779  1.151  -5.826
F  0.654  1.600  -6.112
P  8.789  2.127  3.971
F  8.367  2.109  5.546
F  9.527  3.584  4.237
F  10.175  1.385  4.320
F  9.130  2.044  2.360
F  8.021  0.710  3.825
F  7.377  2.961  3.629

Kohn-Sham gap (eV): 8.9519
Net charge: 0
Maximum force (eV/Å): 6.171
ΔE to the lowest compared entry with this formula, charge and spin (kJ/mol): 412.9
HOMO (eV): -10.0

C5H9FeMgO4 as an isolated structure at a distorted geometry, computed with ωB97M-V/def2-TZVPD.

Geometry (Å):
O  0.368  0.991  1.993
C  0.624  2.079  1.269
C  0.623  2.014  -0.072
O  0.749  0.755  -0.641
C  -0.272  0.301  -1.542
C  0.203  -1.060  -1.991
O  0.399  -1.868  -0.829
C  0.716  -3.230  -1.078
Fe  0.571  -0.803  0.888
H  0.524  3.048  1.767
H  0.548  2.859  -0.753
H  -0.352  0.975  -2.405
H  1.180  -0.987  -2.495
H  -0.552  -1.531  -2.636
H  0.737  -3.743  -0.111
H  -0.050  -3.687  -1.717
H  1.707  -3.281  -1.551
Mg  -0.582  -0.069  3.310
O  -1.082  -1.157  1.872
H  -1.365  0.281  -1.007

Kohn-Sham gap (spin up / spin down) (eV): 6.8519 / 6.8051
Multiplicity: 5
Net charge: +1
Maximum force (eV/Å): 2.887
ΔE to the lowest compared entry with this formula, charge and spin (kJ/mol): 1.5
HOMO (spin up / spin down) (eV): -11.9 / -11.8

C27H25AlAs2O7S5 as an isolated structure at a distorted geometry, computed with ωB97M-V/def2-TZVPD.

Geometry (Å):
Al  -2.272  -1.626  0.842
O  1.681  -5.817  2.727
C  0.978  -4.901  2.327
C  0.830  -4.433  0.913
O  1.555  -4.733  -0.047
C  -0.274  -3.496  0.947
C  -0.714  -3.275  2.259
O  -1.669  -2.407  2.394
C  0.110  -4.004  3.202
O  0.202  -3.899  4.418
O  -0.835  -2.804  0.020
S  -6.152  -3.059  2.014
As  -5.214  -1.509  0.944
S  -3.848  -2.291  -0.636
S  -3.765  -0.392  2.155
S  -6.682  -0.237  0.132
C  3.493  -3.292  -2.102
C  3.052  -1.991  -1.472
S  1.292  -2.054  -0.876
O  1.122  -0.597  -0.534
C  0.445  -2.274  -2.491
C  0.823  -1.262  -3.550
H  4.581  -3.348  -2.151
H  3.094  -3.391  -3.108
H  3.130  -4.119  -1.498
H  3.174  -1.126  -2.121
H  3.594  -1.813  -0.543
H  -0.602  -2.172  -2.209
H  0.652  -3.302  -2.778
H  1.033  -0.309  -3.065
H  -0.004  -1.117  -4.246
H  1.701  -1.567  -4.118
O  -1.454  -0.232  0.088
As  -0.472  1.072  0.127
C  -1.735  2.518  0.486
C  -2.095  3.481  -0.446
C  -3.118  4.373  -0.171
C  -3.797  4.293  1.036
C  -3.435  3.343  1.977
C  -2.402  2.463  1.706
C  0.431  1.760  -1.460
C  -0.232  1.912  -2.672
C  0.421  2.480  -3.755
C  1.736  2.899  -3.631
C  2.407  2.724  -2.430
C  1.756  2.159  -1.350
C  0.659  1.234  1.675
C  0.874  0.183  2.548
C  1.613  0.390  3.702
C  2.140  1.643  3.973
C  1.914  2.702  3.106
C  1.171  2.497  1.958
H  -1.567  3.534  -1.392
H  -3.394  5.114  -0.909
H  -4.620  4.963  1.233
H  -3.971  3.265  2.912
H  -2.126  1.702  2.430
H  -1.260  1.572  -2.749
H  -0.091  2.607  -4.698
H  2.241  3.350  -4.474
H  3.438  3.028  -2.338
H  2.270  1.996  -0.412
H  0.444  -0.783  2.319
H  1.765  -0.428  4.390
H  2.713  1.805  4.876
H  2.306  3.686  3.328
H  0.957  3.312  1.270

Kohn-Sham gap (eV): 4.4054
Net charge: -2
Maximum force (eV/Å): 2.163
ΔE to the lowest compared entry with this formula, charge and spin (kJ/mol): 180.9
HOMO (eV): -0.9

C32H31N9O2S2Ti as an isolated structure at a distorted geometry, computed with ωB97M-V/def2-TZVPD.

Geometry (Å):
Ti  -0.421  0.568  -0.363
N  1.811  -1.804  2.542
C  1.036  -0.710  2.326
S  1.555  0.862  2.922
N  -0.105  -0.753  1.727
N  -0.681  0.506  1.543
C  -0.186  1.460  2.500
C  -0.127  2.866  2.010
C  -0.426  3.938  2.838
C  -0.341  5.241  2.372
C  0.032  5.466  1.056
C  0.333  4.404  0.218
C  0.280  3.094  0.691
O  0.587  2.063  -0.117
H  2.776  -1.624  2.762
H  1.642  -2.574  1.912
H  -0.718  1.386  3.453
H  -0.739  3.744  3.858
H  -0.572  6.071  3.026
H  0.088  6.478  0.674
H  0.584  4.576  -0.821
S  -1.899  -0.995  -1.545
C  -1.020  -2.405  -1.037
N  -1.659  -3.564  -1.164
N  -1.283  -4.737  -0.698
C  -0.444  -5.164  0.350
C  -0.123  -4.374  1.447
C  0.605  -4.934  2.489
C  1.022  -6.257  2.444
C  0.706  -7.034  1.342
C  -0.025  -6.494  0.301
N  0.291  -2.336  -0.705
N  0.813  -1.149  -0.809
C  2.229  -1.184  -0.778
C  2.951  -2.382  -0.675
C  4.333  -2.360  -0.683
C  5.023  -1.159  -0.801
C  4.310  0.026  -0.902
C  2.926  0.017  -0.885
H  -1.825  -5.474  -1.121
H  -0.459  -3.346  1.501
H  0.842  -4.324  3.348
H  1.582  -6.681  3.267
H  1.029  -8.065  1.295
H  -0.278  -7.096  -0.564
H  2.411  -3.315  -0.606
H  4.877  -3.293  -0.603
H  6.105  -1.147  -0.811
H  4.840  0.966  -0.999
H  2.364  0.934  -0.942
C  2.400  3.117  -2.717
N  1.569  2.640  -3.807
C  1.849  3.191  -5.118
C  0.610  1.724  -3.631
O  0.307  1.164  -2.589
H  3.389  2.653  -2.755
H  1.922  2.884  -1.770
H  2.520  4.198  -2.801
H  1.636  4.262  -5.136
H  1.239  2.697  -5.871
H  2.901  3.045  -5.369
H  0.076  1.492  -4.565
C  -2.165  1.868  -0.809
C  -3.404  1.506  -0.088
C  -4.446  0.806  -0.707
C  -5.595  0.458  -0.024
C  -5.748  0.820  1.313
C  -4.738  1.549  1.941
C  -3.595  1.887  1.247
C  -6.944  0.477  2.024
N  -7.907  0.205  2.592
H  -1.818  2.852  -0.498
H  -2.291  1.828  -1.891
H  -4.349  0.529  -1.749
H  -6.379  -0.098  -0.521
H  -4.866  1.844  2.974
H  -2.825  2.466  1.741

Kohn-Sham gap (spin up / spin down) (eV): 5.8497 / 6.0578
Net charge: 0
Maximum force (eV/Å): 1.536
ΔE to the lowest compared entry with this formula, charge and spin (kJ/mol): 208.2
HOMO (spin up / spin down) (eV): -7.1 / -7.3